1.
Below is C21H20FeN2O2 as an isolated structure at a distorted geometry, with properties calculated with wB97M-V/def2-TZVPD.

Properties
Total energy   -63554.8725 eV
2S+1   5
Net charge   -2

Positions of all 46 atoms, in Å:
C1 -1.2728 -2.0475 -2.2977
C2 -0.5169 -0.7941 -1.7802
C3 -1.3142 0.4098 -2.2024
N1 -2.0584 1.3325 -2.1790
C4 0.8496 -0.6912 -2.3518
C5 1.6644 -1.8337 -2.7071
C6 3.0081 -1.6457 -3.0758
C7 3.5421 -0.3396 -3.1539
N2 4.9332 -0.1635 -3.2986
O1 5.3728 1.0093 -3.2797
O2 5.6547 -1.1840 -3.3781
C8 2.7209 0.7772 -2.8837
C9 1.3947 0.6041 -2.5086
H1 -0.6438 -2.9302 -2.4859
H2 -2.0834 -2.4005 -1.6190
H3 -1.7658 -1.7480 -3.2682
H4 1.2439 -2.8536 -2.7487
H5 3.6411 -2.4918 -3.3838
H6 3.1137 1.7719 -3.0587
H7 0.7484 1.4765 -2.3897
C10 -0.2569 -2.1581 0.3168
C11 -0.7480 -0.8061 -0.0921
C12 -0.5176 0.3251 0.7988
C13 -1.0456 1.7083 0.7138
C14 -0.2487 2.5617 1.5614
C15 0.7301 1.6935 2.2992
C16 0.5139 0.3262 1.8846
Fe1 -1.1433 1.1027 2.5962
C17 -1.5183 0.8157 4.5218
C18 -2.1524 -0.1898 3.6876
C19 -3.0113 0.4912 2.7183
C20 -2.8930 1.9347 2.9741
C21 -1.9690 2.1177 4.0933
H8 -1.1958 -2.7229 0.5523
H9 0.2340 -2.7330 -0.4841
H10 0.4513 -2.1312 1.1548
H11 -1.8686 -0.8078 -0.4285
H12 -1.8378 1.9941 0.0281
H13 -0.3557 3.6390 1.6392
H14 1.4859 2.0055 3.0048
H15 1.0655 -0.5720 2.1399
H16 -0.9327 0.6238 5.4259
H17 -2.1103 -1.2656 3.8546
H18 -3.6881 0.0194 2.0059
H19 -3.4600 2.7148 2.4823
H20 -1.7597 3.0553 4.6016



2.
Below is an isolated molecule of C21H20N6O2 at a distorted geometry, with properties calculated with wB97M-V/def2-TZVPD.

Properties
Total energy   -35138.0458 eV
SMILES string   O=C(Cn1ncc2c([nH]c3ccccc32)c1=O)N1CCN(c2ccccn2)CC1
ΔE to the lowest compared entry with this formula, charge and spin   0.00 kcal per mole
Net charge   0

Positions of all 49 atoms, in Å:
O1 0.7896 0.9247 -1.2496
C1 1.3899 1.2808 -0.2572
C2 0.7110 1.2874 1.1169
N1 -0.7081 1.0907 0.9315
N2 -1.3840 2.2072 0.6631
C3 -2.6367 2.1545 0.3499
C4 -3.3178 0.9194 0.2608
C5 -2.5901 -0.2352 0.5470
N3 -3.3862 -1.3308 0.4131
C6 -4.6370 -0.9227 0.0374
C7 -5.7794 -1.6705 -0.2184
C8 -6.9226 -0.9892 -0.5791
C9 -6.9388 0.4037 -0.6863
C10 -5.8111 1.1542 -0.4352
C11 -4.6426 0.4922 -0.0680
C12 -1.1992 -0.2050 0.9190
O2 -0.5123 -1.1658 1.2318
N4 2.6662 1.7339 -0.3045
C13 3.5270 1.9725 0.8309
C14 4.3636 0.6959 1.1160
N5 4.3417 -0.1664 -0.0472
C15 3.3910 -1.1754 -0.0575
C16 3.0245 -1.8616 -1.2214
C17 2.1225 -2.9002 -1.1172
C18 1.6135 -3.2479 0.1256
C19 2.0356 -2.5123 1.2158
N6 2.8921 -1.5105 1.1337
C20 4.6056 0.5955 -1.2459
C21 3.4156 1.5429 -1.5338
H1 1.0995 0.4492 1.7044
H2 0.8526 2.2404 1.6269
H3 -3.1167 3.1015 0.1612
H4 -3.0743 -2.2770 0.5562
H5 -5.7689 -2.7470 -0.1368
H6 -7.8272 -1.5420 -0.7843
H7 -7.8565 0.8956 -0.9723
H8 -5.8264 2.2301 -0.5199
H9 2.9517 2.2600 1.7069
H10 4.1842 2.8073 0.5642
H11 5.4008 0.9627 1.3393
H12 3.9468 0.1259 1.9452
H13 3.4181 -1.5911 -2.1873
H14 1.8151 -3.4335 -2.0059
H15 0.9026 -4.0494 0.2396
H16 1.6702 -2.7208 2.2118
H17 5.5181 1.1706 -1.0632
H18 4.7936 -0.0641 -2.0913
H19 2.7273 1.1086 -2.2606
H20 3.7657 2.5112 -1.9057



3.
Below is an isolated molecule of C21H20N6O4S2 at a distorted geometry, with properties calculated with wB97M-V/def2-TZVPD.

Properties
Total energy   -60903.1938 eV
SMILES string   CCOC(=O)Cc1csc(NC(=O)CSc2ncnc3c2cnn3-c2ccc(OC)cc2)n1
ΔE to the lowest compared entry with this formula, charge and spin   0.00 kcal per mole
Net charge   0

Positions of all 53 atoms, in Å:
C1 -0.3920 1.4672 2.1751
C2 -0.7041 0.4446 3.2582
O1 -1.9431 -0.2260 3.0161
C3 -3.0634 0.4523 3.2465
O2 -3.1124 1.5752 3.6700
C4 -4.2923 -0.3878 2.9129
C5 -4.1903 -0.9107 1.5188
C6 -4.8212 -0.4234 0.4195
S1 -4.3405 -1.2896 -0.9954
C7 -3.2886 -2.2640 0.0346
N1 -2.5040 -3.2277 -0.5263
C8 -1.2765 -3.7089 -0.0853
O3 -0.5843 -4.3356 -0.8480
C9 -0.9739 -3.5305 1.3831
S2 0.7432 -2.9862 1.6200
C10 0.7575 -1.6716 0.4914
N2 -0.3248 -1.4890 -0.2496
C11 -0.3385 -0.5021 -1.1390
N3 0.6110 0.3655 -1.3930
C12 1.7093 0.2007 -0.6483
C13 1.8549 -0.8176 0.3356
C14 3.1468 -0.6031 0.8642
N4 3.7131 0.4168 0.2761
N5 2.8602 0.9137 -0.6402
C15 3.2292 2.0151 -1.4239
C16 2.3616 2.5476 -2.3668
C17 2.7501 3.6331 -3.1321
C18 4.0102 4.1984 -2.9628
O4 4.4899 5.2611 -3.6608
C19 3.6696 5.8527 -4.6397
C20 4.8758 3.6553 -2.0089
C21 4.4927 2.5764 -1.2470
N6 -3.3478 -1.9521 1.2789
H1 -1.0934 2.2958 2.2286
H2 -0.4691 1.0100 1.1914
H3 0.6164 1.8481 2.3119
H4 -0.7510 0.9353 4.2359
H5 0.0422 -0.3527 3.2773
H6 -5.1787 0.2316 3.0398
H7 -4.3186 -1.2300 3.6066
H8 -5.5321 0.3737 0.3521
H9 -2.6442 -3.3806 -1.5191
H10 -1.0429 -4.4963 1.8843
H11 -1.6405 -2.8045 1.8473
H12 -1.2484 -0.4033 -1.7167
H13 3.6541 -1.1516 1.6315
H14 1.3856 2.1112 -2.5020
H15 2.0572 4.0267 -3.8583
H16 4.2559 6.6675 -5.0612
H17 3.4146 5.1430 -5.4331
H18 2.7507 6.2571 -4.2033
H19 5.8492 4.1026 -1.8876
H20 5.1556 2.1515 -0.5111



4.
Below is an isolated molecule of C21H20NO6P at a distorted geometry, with properties calculated with wB97M-V/def2-TZVPD.

Properties
Total energy   -45162.7612 eV
SMILES string   COc1ccc(P(=O)(COc2ccc([N+](=O)[O-])cc2)c2ccc(OC)cc2)cc1
ΔE to the lowest compared entry with this formula, charge and spin   0.00 kcal per mole
Net charge   0

Positions of all 49 atoms, in Å:
C1 5.6801 4.5488 0.9910
O1 5.2847 3.8089 -0.1413
C2 4.1867 3.0205 -0.0557
C3 3.3914 2.8753 1.0785
C4 2.2954 2.0342 1.0410
C5 1.9711 1.3305 -0.1091
P1 0.5241 0.2392 0.0065
O2 -0.4179 0.6102 1.0669
C6 -0.2544 0.2757 -1.7004
O3 -1.4152 -0.5159 -1.6471
C7 -2.5392 -0.0393 -1.0662
C8 -3.5759 -0.9745 -0.9364
C9 -4.7842 -0.6092 -0.3966
C10 -4.9773 0.7066 0.0202
N1 -6.2352 1.0967 0.5788
O4 -6.3764 2.2585 0.9075
O5 -7.0967 0.2459 0.6883
C11 -3.9558 1.6417 -0.1029
C12 -2.7434 1.2755 -0.6458
C13 1.1152 -1.4698 0.1473
C14 2.2044 -1.9569 -0.5585
C15 2.6033 -3.2724 -0.4117
C16 1.9075 -4.1196 0.4491
O6 2.2117 -5.4219 0.6679
C17 3.3116 -5.9880 -0.0051
C18 0.8113 -3.6229 1.1613
C19 0.4237 -2.3112 1.0124
C20 2.7608 1.4811 -1.2455
C21 3.8544 2.3165 -1.2182
H1 6.5735 5.0924 0.6888
H2 5.9224 3.8935 1.8331
H3 4.9074 5.2620 1.2935
H4 3.6152 3.4101 1.9878
H5 1.6640 1.9179 1.9098
H6 0.3943 -0.2165 -2.4276
H7 -0.4538 1.3006 -2.0336
H8 -3.3934 -1.9847 -1.2659
H9 -5.5884 -1.3201 -0.2863
H10 -4.1265 2.6521 0.2353
H11 -1.9578 2.0101 -0.7076
H12 2.7564 -1.3053 -1.2199
H13 3.4564 -3.6267 -0.9689
H14 4.2460 -5.4807 0.2549
H15 3.1734 -5.9660 -1.0906
H16 3.3594 -7.0228 0.3299
H17 0.2878 -4.2920 1.8257
H18 -0.4149 -1.9126 1.5641
H19 2.5157 0.9548 -2.1561
H20 4.4777 2.4494 -2.0885